Density functional theory data (ωB97M-V with the def2-TZVPD basis set) for a 14-piece molecular cluster, C4H35NO14 overall in a non-equilibrium geometry.

Each line ends with the Mulliken charge.
CARTESIAN COORDINATES (ANGSTROEM)
C 2.53014 1.55315 -0.17153  -0.59
C 1.89493 0.62506 -1.21595  0.56
N 0.54906 0.33929 -1.24356  0.78
C -0.01702 0.37771 0.12829  -0.63
C -0.23884 0.12180 -2.40315  -0.76
O 2.52475 0.24825 -2.20771  -0.70
H 2.97544 0.92931 0.63895  0.13
H 3.33168 2.14558 -0.58565  0.51
H 1.89421 2.37652 0.14544  -0.16
H 0.59781 0.31515 1.06694  0.17
H -0.34362 -0.68669 0.27010  0.29
H -0.72849 1.14685 0.37249  0.13
H -1.02339 0.90337 -2.37119  0.10
H 0.35679 0.23446 -3.31263  0.38
H -0.83326 -0.78395 -2.46579  0.05
H 2.71047 1.49667 3.92002  0.30
H 2.70484 0.81981 2.49475  0.29
O 2.81136 1.64228 2.97697  -0.59
H -2.70399 3.59344 1.65603  0.26
H -1.87628 3.81614 0.37369  0.25
O -2.32462 3.14166 0.89499  -0.53
H -1.66817 -4.09544 1.43084  0.30
H -0.30082 -3.48232 0.59938  0.45
O -0.81927 -4.17546 1.00678  -0.73
H -2.89840 1.79739 -1.08858  0.31
H -3.20870 1.33429 0.39415  0.30
O -3.37276 1.17925 -0.53234  -0.62
H 2.44623 -1.50280 0.14146  0.34
H 2.61486 -2.88462 0.58422  0.31
O 2.93363 -2.00081 0.79548  -0.71
H -0.92005 4.49963 -1.55097  0.32
H -1.15196 3.35539 -2.42688  0.35
O -1.62349 3.87971 -1.76785  -0.64
H 0.52702 -3.74078 2.13451  0.39
H 1.96084 -3.35993 2.52650  0.31
O 1.06917 -2.99569 2.49777  -0.75
H -0.79763 -1.48633 4.29300  0.30
H -0.47917 -2.49940 3.20072  0.43
O -1.21722 -2.00397 3.60051  -0.65
H -1.94867 -3.58621 -2.86903  0.32
H -1.85303 -4.25549 -1.54019  0.28
O -1.28937 -3.96896 -2.26742  -0.59
H 1.64384 4.01335 1.99072  0.29
H 0.25702 3.28306 1.91326  0.33
O 0.69562 4.14113 1.90247  -0.64
H 1.12194 3.82117 -1.31567  0.28
H 1.39112 2.89141 -2.78986  0.28
O 0.91919 3.43203 -2.16476  -0.60
H -3.90918 -1.72065 -1.90326  0.32
H -3.71229 -2.89597 -0.90321  0.31
O -3.97558 -2.67627 -1.80521  -0.64
H 0.94197 -2.11260 -0.92013  0.41
H 0.83888 -3.50352 -1.48127  0.14
O 0.99246 -3.03644 -0.64664  -0.72

ΔE to the lowest compared entry with this formula, charge and spin: 4.738 eV
net charge: 0
lowest unoccupied orbital energy: 0.001 Eh

Density functional theory data (ωB97M-V with the def2-TZVPD basis set) for a 2-piece molecular cluster, C4H14NSi overall in a non-equilibrium geometry.

Each line ends with the Mulliken charge.
CARTESIAN COORDINATES (ANGSTROEM)
C -2.01717 -1.29140 -0.78156  -0.71
C 2.60795 0.84959 0.70289  -0.97
C -0.15992 2.37756 -0.35288  -0.89
C -0.30504 -0.92912 1.02575  -1.19
N -0.89106 -1.86724 -0.00081  -0.18
Si 1.04680 0.87639 -0.29923  0.51
H -2.00975 -0.25247 -0.62074  0.20
H -1.79017 -1.40612 -1.94994  0.31
H -2.96848 -1.87822 -0.68310  0.34
H 2.96247 1.82222 1.21388  0.35
H 2.43365 0.11653 1.43938  0.32
H 3.60579 0.48747 0.20734  0.33
H -0.63991 2.36660 0.64021  0.29
H 0.15594 3.30170 -0.68301  0.44
H -0.98032 2.08066 -1.17306  0.23
H 0.41789 -1.46977 1.60730  0.46
H -0.98153 -0.56400 1.72773  0.45
H -0.17469 -2.11736 -0.75945  0.39
H -1.40167 -2.71573 0.45181  0.39
H 1.08922 0.21272 -1.71250  -0.06

ΔE to the lowest compared entry with this formula, charge and spin: 2.958 eV
net charge: +1
lowest unoccupied orbital energy: -0.121 Eh

Density functional theory data (ωB97M-V with the def2-TZVPD basis set) for a 2-piece molecular cluster, C5H12NP overall in a non-equilibrium geometry.

Each line ends with the Mulliken charge.
CARTESIAN COORDINATES (ANGSTROEM)
C 1.66938 1.83510 0.15239  -0.71
C 0.55988 1.86798 -0.86437  -0.33
N -0.45834 0.88588 -0.57539  -0.32
P -1.03632 0.51232 0.81193  -0.11
H 2.08358 2.82940 0.40730  0.29
H 1.14778 1.44367 1.01656  0.21
H 2.61664 1.23361 -0.17468  0.20
H -0.01879 2.92528 -0.89699  0.18
H 0.82322 1.56641 -1.82037  0.30
H -2.34382 0.05954 0.65806  0.12
H -0.60894 -0.45692 1.64726  0.03
H -1.22123 1.55760 2.02092  0.09
C 0.43623 -2.36530 0.51211  -0.87
C -0.42315 -2.46432 -0.39290  0.33
C -1.38650 -2.23796 -1.21167  -0.75
H 1.41290 -2.34138 0.17210  0.23
H 0.24704 -2.49613 1.51067  0.44
H -1.91902 -3.08303 -1.66997  0.22
H -1.58053 -1.27174 -1.30296  0.43

ΔE to the lowest compared entry with this formula, charge and spin: 4.991 eV
net charge: 0
SMILES string: CCN=[PH3].C=C=C
lowest unoccupied orbital energy: 0.032 Eh

Density functional theory data (ωB97M-V with the def2-TZVPD basis set) for C3H5O4Sn as an isolated structure in a non-equilibrium geometry.

Each line ends with the Mulliken charge.
CARTESIAN COORDINATES (ANGSTROEM)
O 1.09613 1.65781 2.52535  -0.46
C 0.32313 0.85372 2.07308  0.69
O -0.43315 0.91944 1.03234  -0.58
O 0.18037 -0.43136 2.58409  -0.45
H 0.55670 -0.53601 3.46607  0.37
C -0.23349 -0.97808 -1.68371  0.31
O -0.90646 -1.43430 -0.71708  -0.40
C 0.03377 0.47837 -1.80552  -0.93
H -0.24505 0.16765 -2.95481  0.33
H 0.59974 -1.62334 -2.01787  0.42
H -0.84461 1.10375 -1.62290  0.38
H 1.11393 0.67057 -1.88572  0.34
Sn -1.24101 -0.84823 1.00667  0.98

ΔE to the lowest compared entry with this formula, charge and spin: 0.687 eV
net charge: +1
lowest unoccupied orbital energy: -0.218 Eh

Density functional theory data (ωB97M-V with the def2-TZVPD basis set) for C23H36Br3Cl6NO12Zr as an isolated structure in a non-equilibrium geometry.

Each line ends with the Mulliken charge.
CARTESIAN COORDINATES (ANGSTROEM)
Zr 2.75206 1.55463 -0.54478  1.31
C -1.92880 1.95564 -0.22117  -1.12
C -1.33229 0.79138 0.61987  1.55
C -2.45168 -0.12102 1.12581  -0.03
C -2.96259 -1.13489 0.12228  -0.38
C -1.80442 -1.97626 -0.40634  -0.95
C -0.71117 -1.09328 -1.03136  1.31
N -0.27102 -0.05475 -0.04166  0.41
O 0.70687 0.72275 -0.57201  0.94
C -1.25219 -0.51777 -2.38623  -1.73
C 0.52897 -2.00375 -1.26066  -1.61
C -0.62108 1.29840 1.89159  -1.34
H -2.34323 1.65058 -1.18168  0.17
H -1.06023 2.52998 -0.55222  0.28
H -2.72277 2.40929 0.36654  0.29
H -3.30729 0.47872 1.45065  0.33
H -2.15121 -0.53376 2.09346  -0.72
H -3.62017 -0.67080 -0.60832  -0.08
H -3.55757 -1.79601 0.75960  0.56
H -2.28907 -2.57169 -1.18643  0.32
H -1.48807 -2.70521 0.33912  0.32
H -1.43088 -1.27391 -3.15282  0.54
H -0.59253 0.22002 -2.84936  0.05
H -2.22369 -0.04357 -2.24761  0.22
H 1.36733 -1.43846 -1.66899  -0.03
H 0.30018 -2.73490 -2.03532  0.46
H 0.68844 -2.41137 -0.26587  0.50
H -1.28702 1.64773 2.68068  0.17
H -0.05866 2.17763 1.55947  0.22
H 0.05759 0.54227 2.27417  -0.14
C 4.71590 0.93996 -4.14285  -1.21
C 3.88332 1.23402 -2.95090  1.38
O 3.82162 2.32513 -2.29559  -0.74
O 3.13549 0.35751 -2.41554  -0.67
H 5.70361 0.65341 -3.77493  0.35
H 4.85057 1.79762 -4.79928  0.39
H 4.28648 0.13137 -4.72813  0.33
C -5.19539 3.17024 4.51854  -0.43
Br -4.43952 2.31841 6.10623  -0.02
Br -3.92507 3.01938 3.00972  0.08
Br -5.41566 5.09008 4.94520  -0.02
H -6.20848 2.86884 4.28896  0.45
C -1.25486 -1.79979 4.62313  0.15
Cl -1.37487 -2.22886 6.33785  -0.12
Cl -1.69480 -3.20090 3.60430  -0.12
Cl 0.36377 -1.37936 4.24208  -0.11
H -1.92987 -0.97236 4.43106  0.13
C -5.55662 -2.19031 -3.92262  0.15
Cl -4.31089 -3.42260 -3.83762  -0.13
Cl -5.85644 -1.46234 -2.28765  -0.14
Cl -7.01115 -2.68451 -4.71854  -0.09
H -5.10217 -1.36381 -4.45528  0.19
C -0.54551 1.84616 -5.41071  -0.45
C -1.62661 2.61554 -4.60737  -0.20
O -0.86723 3.06275 -3.45916  -0.30
C 0.39682 2.80222 -3.61350  0.78
O 1.29159 3.22863 -2.91548  -0.61
O 0.66842 2.03115 -4.70056  -0.27
H -0.59026 2.09866 -6.46955  0.35
H -0.72552 0.76862 -5.33850  0.24
H -2.31540 1.83248 -4.30744  0.18
H -1.97351 3.45522 -5.19829  0.38
C 4.76922 -3.84393 1.01432  -0.43
C 3.24983 -3.96771 1.07084  -0.37
O 2.82852 -2.60251 1.11319  -0.09
C 3.76348 -1.88721 0.48682  0.17
O 3.51638 -0.80344 0.00314  0.03
O 4.88275 -2.58452 0.37953  -0.33
H 5.25686 -4.61832 0.43000  0.35
H 5.12158 -3.89342 2.04859  0.27
H 2.87452 -4.47278 1.95593  0.37
H 2.89341 -4.39167 0.12818  0.26
C 2.95465 1.87193 4.89745  -0.37
C 3.53715 0.42289 4.79672  -0.44
O 3.40955 0.18362 3.36743  -0.21
C 2.68192 1.12032 2.80796  0.55
O 2.28269 1.18277 1.64545  -0.50
O 2.24422 1.97681 3.70283  -0.30
H 3.84823 2.48629 4.99544  0.33
H 2.31647 1.85369 5.77576  0.32
H 2.90281 -0.28504 5.32688  0.26
H 4.53417 0.41201 5.22555  0.38

net charge: +2
lowest unoccupied orbital energy: -0.276 Eh

Density functional theory data (ωB97M-V with the def2-TZVPD basis set) for a 3-piece molecular cluster, C5H17N2O3 overall in a non-equilibrium geometry.

Each line ends with the Mulliken charge.
CARTESIAN COORDINATES (ANGSTROEM)
N -1.79262 0.35560 1.32858  -0.14
C -1.44570 -0.24828 0.00866  -0.23
C -2.38321 -1.44050 -0.25158  -1.34
C 0.01944 -0.69138 0.15192  0.47
N 0.71023 -1.05743 -0.94187  0.20
C 2.07063 -1.52362 -0.74589  -0.87
C 0.23959 -0.72927 -2.26698  -0.94
O 0.51964 -0.66995 1.26760  -0.66
H -2.71128 0.71520 1.29390  0.36
H -1.11182 1.11559 1.60740  0.29
H -1.64542 -0.40764 1.99232  0.39
H -1.41765 0.45508 -0.81491  0.52
H -2.61676 -1.52448 -1.31177  0.38
H -3.23687 -1.36086 0.41662  0.39
H -1.93610 -2.42915 -0.11248  0.35
H 2.73731 -0.75177 -0.34693  0.28
H 2.48285 -1.96340 -1.64382  0.34
H 2.03610 -2.20559 0.09903  0.33
H 0.78514 -1.22540 -3.06590  0.35
H 0.19245 0.31662 -2.60581  0.33
H -0.80345 -1.04289 -2.36185  0.25
H 0.50759 2.55947 1.08542  0.33
H 0.09392 2.94299 2.55512  0.29
O -0.05839 2.35901 1.81939  -0.61
H 2.38910 2.05168 0.16753  0.34
H 2.10578 1.98774 -1.35376  0.29
O 1.83378 2.41026 -0.53355  -0.67

ΔE to the lowest compared entry with this formula, charge and spin: 0.584 eV
net charge: +1
lowest unoccupied orbital energy: -0.102 Eh

Density functional theory data (ωB97M-V with the def2-TZVPD basis set) for a 3-piece molecular cluster, C17H38BN2O7 overall in a non-equilibrium geometry.

Each line ends with the Mulliken charge.
CARTESIAN COORDINATES (ANGSTROEM)
C 2.84048 -4.48359 2.40819  -0.98
C 2.52449 -3.85072 0.96922  -0.27
C 1.26256 -4.49066 0.24720  -0.56
C -0.14287 -4.08943 0.90169  -0.45
N -0.54322 -2.72965 0.49030  -0.16
B -1.71256 -2.16720 1.31641  0.49
C -1.11730 -0.77404 2.05964  -0.67
O -0.11897 -0.20067 1.15414  0.08
O -0.68217 0.63164 0.24136  -0.41
C -2.98819 -1.67470 0.38648  -0.49
C -4.29037 -2.56493 0.48117  0.06
O -5.34869 -2.09083 -0.01696  -0.63
N -4.37181 -3.91902 1.05788  0.16
C -5.35734 -3.89568 2.18380  -0.86
C -4.88709 -4.86114 0.00588  -1.02
H 1.86022 -4.51156 2.97129  0.25
H 3.61392 -3.86978 2.98146  0.28
H 3.27059 -5.52755 2.28457  0.27
H 2.50653 -2.70978 1.00196  0.15
H 3.43556 -4.10365 0.32009  0.29
H 1.26476 -4.11699 -0.82809  0.25
H 1.38451 -5.62398 0.31356  0.33
H -0.09240 -4.24883 2.01720  0.16
H -0.90886 -4.83581 0.47806  0.07
H -0.70916 -2.65937 -0.51645  0.17
H -2.12307 -2.91456 2.15249  -0.31
H -0.54434 -1.15344 2.97314  0.05
H -1.93714 -0.04395 2.34398  0.19
H -0.33449 0.36144 -0.63630  0.27
H -3.26950 -0.60794 0.66146  0.15
H -2.66691 -1.64313 -0.71544  0.21
H -6.21934 -4.61375 2.01765  0.34
H -5.82236 -2.86922 2.34621  0.28
H -4.86501 -4.18049 3.16237  0.25
H -4.96935 -5.89709 0.47565  0.35
H -4.17864 -4.91228 -0.88076  0.26
H -5.92157 -4.54961 -0.34430  0.40
O 5.27596 -0.17532 0.84843  -0.61
C 4.63945 0.74026 0.38136  0.75
O 3.30346 0.67447 0.33387  -0.24
C 2.45865 1.77720 -0.03614  -0.30
C 2.32556 1.87328 -1.54194  -0.99
C 5.33727 1.92511 -0.22891  -0.98
H 2.80726 2.70712 0.41847  0.30
H 1.47486 1.57854 0.39806  0.36
H 3.28919 2.06107 -2.02144  0.37
H 1.64214 2.67947 -1.81565  0.21
H 1.94587 0.93410 -1.95211  0.35
H 5.64441 1.67394 -1.24532  0.23
H 6.22110 2.15000 0.36956  0.32
H 4.73656 2.83231 -0.24356  0.32
O 1.51158 4.92230 -0.64646  -0.49
C 0.77075 5.66316 -1.24226  0.86
O 0.44413 5.39883 -2.51941  -0.36
C -0.55857 6.10864 -3.25721  -0.44
C 0.00613 7.37835 -3.86066  -0.97
C 0.27244 6.92863 -0.60157  -1.19
H -1.44154 6.29019 -2.64039  0.36
H -0.87559 5.43997 -4.05965  0.34
H 0.35307 8.07077 -3.09137  0.27
H -0.75041 7.88552 -4.46502  0.36
H 0.86658 7.14992 -4.49275  0.31
H 1.04181 7.69792 -0.68492  0.28
H 0.07732 6.72673 0.45201  0.31
H -0.66040 7.29944 -1.02127  0.37

net charge: -1
lowest unoccupied orbital energy: 0.074 Eh

Density functional theory data (ωB97M-V with the def2-TZVPD basis set) for C25H16MnN10 as an isolated structure in a non-equilibrium geometry.

Each line ends with the Löwdin spin population.
CARTESIAN COORDINATES (ANGSTROEM)
Mn 0.34563 -0.01862 0.03021  4.54
C 1.08504 1.18033 -3.93371  0.00
C 0.42703 0.26256 -4.77927  0.01
C -0.34308 -0.71438 -4.23304  0.00
C -0.50811 -0.80775 -2.82503  0.01
N 0.14276 0.06345 -2.03135  0.05
C 0.92605 1.03004 -2.59164  0.01
N -1.33482 -1.78957 -2.38254  0.00
C -1.53429 -2.05070 -1.12172  0.01
N -1.01775 -1.44471 0.01424  0.06
C -1.55926 -2.03607 1.14218  0.01
N -1.37469 -1.77813 2.40497  0.00
C -0.54065 -0.81129 2.86373  0.01
C -0.55491 -0.58600 4.26610  0.00
C 0.24668 0.35460 4.83177  0.01
C 1.09442 1.12744 4.01296  0.00
C 1.07222 0.87833 2.67460  0.01
N 0.28394 -0.07035 2.09899  0.05
C -2.46845 -3.09142 0.69595  0.00
C -3.24810 -3.98979 1.41872  0.00
C -4.01070 -4.89049 0.70177  0.00
C -3.99104 -4.90320 -0.70658  0.00
C -3.20536 -4.01668 -1.41620  0.00
C -2.43941 -3.11272 -0.68573  0.00
H 1.70797 1.97376 -4.31848  0.00
H 0.53968 0.32549 -5.85369  0.00
H -0.85830 -1.45019 -4.83337  0.00
H 1.43239 1.68449 -1.89466  0.00
H -1.22219 -1.20377 4.84968  0.00
H 0.24059 0.49563 5.90478  0.00
H 1.76604 1.87094 4.41521  0.00
H 1.72782 1.41316 1.99930  0.00
H -3.25180 -3.96923 2.50011  0.00
H -4.63790 -5.59932 1.22653  0.00
H -4.60012 -5.62366 -1.23669  0.00
H -3.17480 -4.01790 -2.49743  0.00
N -2.16379 1.66004 -0.42615  0.00
C -2.86486 2.80138 -0.33128  0.00
C -2.04935 3.72438 0.28171  0.00
C -0.85293 3.03158 0.52559  0.01
N -0.93477 1.78233 0.09001  0.04
H -2.44076 0.77253 -0.81382  0.00
H -3.87441 2.86213 -0.69918  0.00
H -2.28458 4.74564 0.51965  0.00
H 0.05231 3.38127 0.99480  0.00
N 2.36086 0.13536 -0.02946  0.04
C 3.52036 0.23445 -0.06665  0.04
C 4.88422 0.38429 -0.10651  0.01
C 5.71696 -0.75979 -0.27919  0.00
N 6.38721 -1.68425 -0.42366  0.00
C 5.40054 1.70675 0.03077  0.00
N 5.76758 2.79220 0.14730  0.00

ΔE to the lowest compared entry with this formula, charge and spin: 0.447 eV
net charge: 0
spin multiplicity: 6
lowest unoccupied orbital energy (alpha / beta): -0.048 / -0.052 Eh

| no. | E (Eh) |
| --- | --- |
| 1 | -1281.43204 |
| 2 | -504.70220 |
| 3 | -593.61329 |
| 4 | -632.23392 |
| 5 | -12385.32289 |
| 6 | -535.71862 |
| 7 | -1331.44833 |
| 8 | -2660.91434 |